Record 1
Computed, not measured: C44H34F3InN3O3P as an isolated structure, with ωB97M-V/def2-TZVPD.

The highest occupied orbital energy is -6.98 eV. The calculation puts the LUMO energy at 0.08 eV. The energy relative to the best compared isomer or geometry (same formula, charge and spin) comes out at 2.653 eV. The net charge is 0.

Cartesian coordinates (Å):
In 1.23742 0.27345 -0.10221
C 0.72394 2.73842 -3.94626
C 0.96296 1.69171 -3.04384
N 0.71109 1.80839 -1.76304
C 0.20239 2.96116 -1.25996
C -0.08915 4.05601 -2.09469
C 0.20644 3.90934 -3.46676
C -0.68160 5.21899 -1.54709
C -0.97862 5.22857 -0.21584
C -0.68575 4.14247 0.63627
C -0.06524 2.99795 0.16218
N 0.25263 1.87419 0.86375
C 0.09881 1.72898 2.24043
C 0.35010 2.72727 3.18118
C 0.11243 2.50422 4.52781
C -0.41101 1.29342 4.95407
C -0.62930 0.27319 4.03540
C -1.36505 -0.97057 4.39989
C -0.91422 -2.26001 3.69114
C -0.35406 -2.02666 2.26958
N -0.38105 -0.61923 1.75424
C -0.29001 0.46440 2.70238
H 0.94842 2.60802 -4.99592
H 1.36747 0.74093 -3.37474
H 0.00892 4.73917 -4.13549
H -0.90452 6.06419 -2.18475
H -1.45852 6.09984 0.21365
H -0.96402 4.20648 1.67660
H 0.75011 3.67392 2.84706
H 0.32320 3.28790 5.24438
H -0.66406 1.13589 5.99584
H -1.41957 -1.07451 5.48209
H -0.40128 -3.01556 4.28046
H 0.55434 -2.55568 1.99244
C -5.38444 -0.89998 -3.11056
C -5.40571 -1.21943 -1.76271
C -4.23517 -1.18071 -1.01313
C -3.02989 -0.81438 -1.60700
C -3.02196 -0.48485 -2.96457
C -4.18677 -0.53327 -3.71316
P -1.41224 -0.75288 -0.76117
C -1.75387 -0.87866 1.06864
C -1.75011 -2.30830 1.66222
C -2.33451 -2.45833 3.08322
C -2.81078 -1.13943 3.74172
C -3.28634 -0.07603 2.80299
C -2.82634 0.04306 1.55961
C -0.72047 -2.40899 -1.20625
C -1.57273 -3.42120 -1.56769
C -1.10736 -4.68407 -1.98271
C 0.23237 -4.91440 -2.04505
C 1.15860 -3.90338 -1.69239
C 2.54697 -4.17791 -1.76746
C 3.46274 -3.23260 -1.42892
C 3.02491 -1.96087 -0.99497
C 1.69213 -1.64421 -0.89715
C 0.70554 -2.62501 -1.25741
H -6.29703 -0.93394 -3.69148
H -6.33607 -1.50391 -1.28780
H -4.27071 -1.44316 0.03660
H -2.09158 -0.18586 -3.43546
H -4.16439 -0.27626 -4.76433
H -1.93209 -3.13016 0.97864
H -2.94575 -3.33821 3.26536
H -3.55638 -1.31079 4.51573
H -4.01578 0.63874 3.16895
H -3.16398 0.85021 0.91847
H -2.64325 -3.25297 -1.55056
H -1.81666 -5.45534 -2.25389
H 0.61389 -5.87666 -2.36705
H 2.86025 -5.16160 -2.09837
H 4.52281 -3.44625 -1.48515
H 3.77656 -1.22524 -0.73857
F 2.78517 -1.77739 2.40816
C 3.46340 -0.68936 2.83685
F 2.64065 -0.00614 3.64307
F 4.49802 -1.11032 3.55836
C 3.91761 0.13608 1.60932
O 5.07710 0.06254 1.26623
O 2.99512 0.85678 1.07398
C 5.09249 2.70096 -2.50973
C 4.47361 1.32084 -2.56767
O 3.52672 1.12233 -1.52663
H 5.76257 2.85974 -3.35687
H 5.67194 2.82353 -1.59272
H 4.31461 3.46635 -2.53178
H 5.24493 0.54560 -2.52221
H 3.92898 1.18726 -3.50398
H 3.92903 1.30208 -0.66183

Record 2
Computed, not measured: one molecule with the formula C3H4O3 in a non-equilibrium geometry, with ωB97M-V/def2-TZVPD.

The highest occupied orbital energy is -10.31 eV. The SMILES is C[C@@]1(O)OC1=O. The calculation puts the LUMO energy at 0.61 eV. The energy relative to the best compared isomer or geometry (same formula, charge and spin) comes out at 2.396 eV. The net charge is 0.

Cartesian coordinates (Å):
C -1.56685 -0.24955 -0.28626
C -0.21922 0.19674 0.11692
C 1.09055 -0.55276 -0.00484
O -2.62619 -0.62177 0.03759
O -0.98415 0.38546 -1.21445
O -0.21637 1.32865 1.01167
H 1.05188 -1.39838 -0.72768
H 1.29596 -1.07791 0.91966
H 1.81342 0.02051 -0.60161
H 0.36097 1.96901 0.74899

Record 3
Computed, not measured: C11H14N7PtS3 as an isolated structure, with ωB97M-V/def2-TZVPD.

The multiplicity is 3. The highest occupied orbital energy (spin up / spin down) is -9.90 / -11.19 eV. The calculation puts the LUMO energy (spin up / spin down) at -3.15 / -4.16 eV. The energy relative to the best compared isomer or geometry (same formula, charge and spin) comes out at 1.662 eV. The net charge is +1.

Cartesian coordinates (Å):
Pt -0.78408 -1.09840 1.27542
C 4.39735 1.81737 -0.33423
S 3.80964 1.35396 1.31779
C 2.15767 1.38594 1.08391
S 0.31177 0.12184 -1.65715
N 1.09782 1.36452 1.64256
N -0.08668 0.92159 1.79591
C -1.04741 1.71986 2.26811
C -2.35082 1.14373 2.38437
C -3.42636 1.84797 2.93394
C -4.65675 1.23491 3.03094
C -4.80112 -0.07195 2.57650
C -3.70218 -0.71343 2.03929
N -2.50435 -0.13023 1.93687
H 5.46757 1.98045 -0.22540
H 3.91898 2.73647 -0.65766
H 4.22086 1.00939 -1.03860
H -0.84475 2.74499 2.54603
H -3.27330 2.85953 3.28284
H -5.49733 1.76309 3.45933
H -5.74660 -0.58974 2.63597
H -3.76651 -1.72861 1.67253
C 1.97779 -0.93258 -4.20576
C 2.01806 -1.65703 -2.91411
N 2.69978 -2.72855 -2.69033
N 2.40314 -3.05862 -1.40020
C 1.55126 -2.22096 -0.81194
S 1.01458 -2.43790 0.78664
N 1.29732 -1.28139 -1.78060
N -1.17029 -0.44501 -2.07380
H 2.85544 -1.20290 -4.78689
H 1.95308 0.14386 -4.05136
H 1.08851 -1.21779 -4.76931
H 2.79927 -3.88620 -0.98471
H -1.83198 -0.59132 -1.32559
H -1.54937 -0.15687 -2.96134

Record 4
Computed, not measured: C11H7BF2MnN10S as an isolated structure, with ωB97M-V/def2-TZVPD.

The multiplicity is 5. The highest occupied orbital energy (spin up / spin down) is -4.69 / -4.39 eV. The calculation puts the LUMO energy (spin up / spin down) at 2.52 / 2.52 eV. The energy relative to the best compared isomer or geometry (same formula, charge and spin) comes out at 0.544 eV. The net charge is -1.

Cartesian coordinates (Å):
Mn 0.41352 -0.35020 0.02564
S -3.54823 -1.09485 -1.88564
C -3.83275 -1.30604 -0.20813
C -2.71589 -1.07340 0.53615
C -1.56917 -0.69729 -0.23470
C -1.89597 -0.67312 -1.56427
C -0.93072 -0.27235 -2.58831
C -1.22733 -0.06996 -3.93804
C -0.23784 0.37239 -4.79153
C 1.03749 0.61394 -4.30075
C 1.26113 0.38049 -2.95555
N 0.31601 -0.06162 -2.13052
H -4.81802 -1.59399 0.12969
H -2.70401 -1.15072 1.61706
H -2.23544 -0.24888 -4.28961
H -0.45900 0.53891 -5.83915
H 1.83644 0.97150 -4.93537
H 2.23443 0.54833 -2.50751
N 2.29411 0.41917 3.70342
C 0.98534 0.08619 4.02314
N 0.58261 -0.43404 5.15229
N -0.76183 -0.58410 4.98434
N -1.13512 -0.16332 3.83110
N -0.02954 0.26820 3.18303
C 2.57308 0.71566 2.39491
N 3.73516 0.76369 1.78013
N 3.42566 1.00939 0.48654
N 2.15141 1.11859 0.32888
N 1.58125 0.97442 1.55586
H 3.02024 0.01202 4.26663
F -0.64988 2.01592 1.59528
B 0.04674 0.82453 1.74930
F 1.25608 -1.85943 0.82569